{
  "formula": "C24H51N4O7PS",
  "method": "ωB97M-V with the def2-TZVPD basis set",
  "species": ["C", "C", "C", "O", "N", "C", "C", "C", "N", "C", "P", "C", "C", "C", "S", "C", "O", "O", "N", "C", "C", "C", "C", "C", "N", "C", "C", "C", "C", "C", "O", "C", "C", "H", "H", "H", "H", "H", "H", "H", "H", "H", "H", "H", "H", "H", "H", "H", "H", "H", "H", "H", "H", "H", "H", "H", "H", "H", "H", "H", "H", "H", "H", "H", "H", "H", "H", "H", "H", "H", "H", "H", "H", "H", "H", "H", "H", "H", "H", "H", "H", "H", "H", "C", "O", "O", "O", "H"],
  "positions_angstrom": [[0.557519, 3.499439, -0.430067], [0.950774, 2.251927, -0.012006], [0.039432, 1.004834, 0.065861], [0.747481, 0.143016, 0.936742], [-1.260370, 1.398622, 0.727916], [-1.719485, 0.404930, 1.751760], [-1.171398, 0.718400, 3.177137], [-0.516132, -0.549747, 3.804251], [-0.943391, -0.738132, 5.191921], [-2.298024, 1.856797, -0.238962], [-3.825787, 2.665534, 0.497755], [-4.186909, 4.276304, -0.361343], [-3.584098, 3.093754, 2.298834], [-2.571407, 0.621723, -1.164977], [-4.052193, 0.926230, -2.215893], [-4.035717, -0.232911, -3.617576], [-4.076145, 2.273967, -2.746991], [-5.218525, 0.567201, -1.435442], [-1.402678, 0.557476, -2.031910], [-0.131006, 0.276615, -1.323214], [0.960647, 0.791949, -2.318814], [0.890759, 0.066176, -3.708463], [2.303672, -0.315984, -4.220647], [3.144409, 0.942047, -4.621945], [4.044688, 1.416621, -3.551779], [-0.062473, -1.284729, -1.135752], [1.356164, -1.816872, -1.162736], [1.640575, -3.137581, -0.407407], [0.496481, -3.860051, 0.360727], [1.210675, -4.830888, 1.339152], [1.153622, -4.171899, 2.599449], [2.108564, -3.133211, 2.628986], [2.392499, -2.628674, 4.069948], [0.968508, 3.873528, -1.374108], [-0.148893, 4.125787, 0.127195], [2.014340, 2.136698, 0.245032], [1.706854, 0.184372, 0.747469], [-1.008811, 2.228305, 1.272435], [-2.813190, 0.415948, 1.867858], [-1.506613, -0.626899, 1.463636], [-0.380424, 1.478645, 3.109585], [-1.972409, 1.032520, 3.852641], [0.573798, -0.438365, 3.824905], [-0.738966, -1.448668, 3.203282], [-0.287167, -1.317519, 5.696913], [-1.865962, -1.150259, 5.243536], [-1.870144, 2.588651, -0.939579], [-3.311157, 4.709769, -0.863695], [-4.498439, 4.998370, 0.405617], [-5.019894, 4.155785, -1.055209], [-2.534902, 3.338790, 2.525591], [-4.243425, 3.923276, 2.568790], [-3.854583, 2.235080, 2.921423], [-2.799874, -0.298133, -0.602231], [-3.811098, -1.250073, -3.279528], [-3.269150, 0.138264, -4.307780], [-5.023541, -0.159939, -4.076718], [-1.585097, -0.100025, -2.777873], [1.966774, 0.671079, -1.905829], [0.774990, 1.840480, -2.570909], [0.196333, -0.783501, -3.714954], [0.509492, 0.771486, -4.462529], [2.223753, -0.947019, -5.116550], [2.896203, -0.849615, -3.468183], [3.817129, 0.598410, -5.422056], [2.513137, 1.758114, -4.988682], [3.621247, 2.179266, -3.039484], [4.266552, 0.669794, -2.905545], [-0.608147, -1.491271, -0.208867], [-0.633100, -1.805144, -1.921325], [1.706862, -1.943613, -2.193120], [2.034322, -1.066625, -0.733884], [2.492076, -2.924434, 0.248746], [2.020549, -3.879463, -1.129758], [-0.026384, -3.158466, 1.029315], [-0.269289, -4.339511, -0.262328], [0.607476, -5.739128, 1.470332], [2.225952, -5.043037, 0.981118], [1.818359, -2.252235, 2.044893], [3.055025, -3.567531, 2.277281], [3.416605, -2.901390, 4.349748], [1.722318, -3.095205, 4.805806], [2.317033, -1.539548, 4.151437], [3.744422, 0.171915, 1.659643], [4.166137, -1.011551, 1.680524], [4.110943, 0.906524, 2.787534], [3.043851, 0.755665, 0.803365], [4.607398, 0.188765, 3.210558]],
  "atomic_forces_ev_per_a": [[-0.2504, -0.5375, 0.4267], [-1.0190, 1.1547, -0.9900], [3.0301, 0.1045, 1.7017], [-3.8374, -0.3906, 0.0741], [-0.3226, 0.3361, 0.5634], [-1.0827, -0.4495, 1.5027], [0.7620, -1.0522, -0.4986], [0.0419, -0.1585, 0.2940], [0.0219, 0.4298, -0.1075], [-0.5023, 0.0498, -0.9814], [-2.2606, -0.5701, 0.5243], [0.9265, 0.2780, 0.3887], [1.1987, -0.2448, -0.3718], [0.4208, 0.6428, -0.4357], [-2.4395, 0.1850, 0.0691], [1.1648, 0.5395, 0.3728], [1.0257, -0.4781, 0.0925], [0.7310, -0.4660, -0.1133], [-1.0903, 0.8252, 0.7698], [0.0403, -0.4875, -1.6979], [-0.3861, -0.6562, -0.7354], [0.6956, 0.1675, 0.0129], [-0.3067, 0.8125, -0.4015], [0.7680, -1.2136, 0.4414], [-0.5167, 0.4715, -0.3279], [-0.0791, 0.4895, 0.1454], [0.7006, -0.2152, 0.5113], [-0.3417, -0.3900, -0.8026], [1.1051, 0.4916, 0.1180], [-2.1665, 0.4637, -0.0060], [0.7279, -0.5306, 0.3643], [0.8667, 0.5444, 1.3917], [-0.0317, -0.4425, -0.0097], [1.2916, 1.0674, 1.2547], [-1.2631, -0.6199, -1.1530], [-0.1297, -0.9534, -1.8228], [1.3381, 0.6267, -0.0060], [0.0013, -0.0919, -0.0439], [0.1709, 0.4533, -0.7054], [0.4778, 0.4638, -0.2352], [-0.3762, 0.0415, 0.1497], [0.1672, 0.1920, -0.2578], [-0.3277, 0.0091, -0.2247], [0.1221, 0.2963, -0.0802], [-0.1046, -0.0841, -0.0154], [0.0873, -0.1103, 0.0695], [0.2913, -0.2412, 0.3998], [-0.3005, -0.1011, -0.0664], [0.0890, -0.2349, -0.0603], [0.3275, -0.2209, -0.0111], [-0.3564, 0.2949, 0.2836], [0.1982, -0.0749, -0.2317], [-0.0334, 0.1311, -0.2195], [-0.1414, 0.2110, -0.0218], [-0.1677, 0.2171, -0.0225], [-0.1949, -0.2394, -0.0254], [0.1006, 0.0680, 0.2886], [0.5512, -0.1809, 0.0733], [-0.2626, 0.1704, 0.0429], [0.1049, -0.1216, 0.6099], [0.3196, -0.0426, 0.0888], [-0.1810, -0.1831, 0.2718], [-0.0961, -0.0069, 0.2665], [-0.2466, -0.1084, -0.1456], [-0.3682, 0.3308, -0.1262], [0.1662, -0.1204, 0.0255], [0.0968, -0.1362, 0.2002], [0.0063, 0.1132, 0.0518], [0.4009, -0.2816, -0.0657], [-0.0125, 0.4543, 0.0246], [-0.3636, 0.1008, 0.1265], [-0.1935, -0.2561, -0.1399], [-0.3850, -0.2605, -0.0147], [-0.0458, 0.1958, 0.1282], [0.0117, -0.1612, -0.2965], [0.4004, 0.0697, -0.1684], [0.4385, 0.0155, -0.0775], [-0.0734, -0.1297, 0.3944], [0.0156, -0.3744, -0.2187], [-0.1571, 0.5129, -0.3722], [-0.2287, 0.0887, 0.0369], [0.0249, 0.1061, -0.2570], [0.0060, -0.2276, -0.0696], [1.2407, -1.5355, 1.0097], [-0.7713, 1.0577, -0.5014], [-0.2374, -0.3926, -0.7137], [0.8242, 0.0666, -0.1814], [0.1531, 0.4335, 0.4693]],
  "lowdin_charge": [0.028, -0.053, -0.329, -0.013, 0.002, -0.116, -0.129, -0.266, -0.003, -0.367, 0.961, -0.272, -0.280, -0.344, 0.637, -0.123, -0.320, -0.358, 0.018, -0.301, -0.113, -0.181, -0.195, -0.266, -0.007, -0.112, -0.162, -0.173, -0.158, -0.209, -0.163, -0.287, -0.055, 0.071, 0.061, 0.110, 0.005, 0.146, 0.120, 0.111, 0.121, 0.099, 0.096, 0.109, 0.060, 0.067, 0.117, 0.042, 0.034, 0.030, 0.032, 0.042, 0.025, 0.138, 0.074, 0.065, 0.078, 0.085, 0.105, 0.108, 0.096, 0.108, 0.105, 0.094, 0.096, 0.109, 0.053, 0.061, 0.093, 0.123, 0.098, 0.100, 0.087, 0.115, 0.098, 0.111, 0.120, 0.121, 0.092, 0.118, 0.073, 0.073, 0.049, -0.719, -0.009, 0.054, -0.051, 0.094],
  "charge": 0,
  "lumo_energy_ha": -0.02018,
  "homo_lumo_gap_ev": 7.90,
  "largest_force_ev_per_a": 3.86,
  "e_tot_ev": -66125.45518
}